Record 1
Molecular formula: C18H25F3N6O5P2S
Method: DFT, the ωB97M-V functional and the def2-TZVPD basis

Structure (XYZ):
```
60
Properties=species:S:1:pos:R:3:forces:R:3:nbo_charge:R:1
N -1.6463 1.3796 -5.5117 -0.26 0.07 1.42 -0.8595
C -0.7184 0.9032 -4.4286 0.36 -1.02 0.36 -0.2587
C 0.8331 0.9738 -4.8692 -0.38 -0.56 -0.87 0.1027
O 1.2777 2.3005 -5.2479 -0.94 -0.46 0.58 -0.7252
C 1.8469 0.3201 -3.8049 -0.58 0.04 1.36 -0.4665
C 1.2993 0.4640 -2.2980 -0.27 -1.47 1.24 0.0527
C 1.0003 -0.8097 -1.4773 -0.11 4.81 0.35 -0.2478
C 0.4502 -0.6642 0.0201 0.42 3.22 -0.93 -0.2970
P 0.1160 -2.2521 1.0116 -0.67 1.70 0.43 0.1650
P 1.8502 -2.3834 2.3781 2.02 -1.76 1.43 1.9996
O 2.1325 -3.8281 2.8085 -0.80 3.60 -1.13 -1.0663
O 1.4123 -1.4121 3.7315 1.64 -0.40 -2.90 -0.9705
O 3.2015 -1.6029 1.6503 -2.08 -0.02 2.13 -0.9616
C 0.1880 0.7313 0.6774 1.04 -1.73 -3.01 -0.0016
C -0.3600 0.9285 2.1766 0.24 -1.09 -1.03 -0.4899
C -1.6496 1.8840 2.2751 -0.70 -0.65 0.65 0.0286
O -2.3609 2.0558 1.0254 0.33 -0.79 0.81 -0.6949
C -1.3731 3.3453 2.8818 -0.22 1.92 -1.04 0.9702
F -2.1380 3.5482 4.0802 2.05 -0.39 -2.66 -0.3441
F -0.0139 3.6453 3.1379 -3.39 -0.83 -0.18 -0.3188
F -1.8247 4.3226 1.9228 1.12 -2.11 2.87 -0.3273
C 0.5267 1.9779 -0.2498 0.79 2.62 -1.30 0.1123
N 0.4107 3.3707 0.1031 0.80 -2.65 -1.98 -0.5762
S 0.9280 4.3687 -1.1807 -0.28 -4.25 0.43 0.8430
N 1.3718 3.2017 -2.3824 -1.69 -2.87 4.43 -0.5531
C 1.1011 1.9440 -1.7229 -0.31 -1.30 0.75 0.1009
H -2.2211 2.1165 -5.0526 0.48 -0.69 -0.79 0.3444
H -2.3241 0.6220 -5.7213 0.87 0.78 0.07 0.3917
H -0.9549 1.4781 -3.4643 0.76 -0.78 -1.27 0.1911
H -0.9267 -0.2181 -4.2058 0.38 1.78 -0.24 0.1954
H 0.9106 0.3301 -5.8335 -0.19 0.92 1.54 0.1762
H 0.5181 2.9258 -5.2520 0.65 -0.88 0.01 0.4791
H 1.9894 -0.7985 -3.9978 -0.31 1.57 0.13 0.2198
H 2.8768 0.8134 -3.8496 -1.51 -0.51 -0.15 0.2528
H 1.1757 -1.8552 -1.9338 -0.31 2.03 0.86 0.2471
H 0.0602 -3.4002 0.1581 0.94 0.67 0.03 0.0626
H 1.9277 -0.5599 3.6869 -0.89 -0.86 0.45 0.5080
H 3.4628 -0.8011 2.1755 -0.17 -1.01 -0.79 0.4987
H 0.5107 1.2148 2.8582 -1.39 -0.02 -0.87 0.2661
H -0.7074 -0.1203 2.5320 0.64 1.71 -0.64 0.2476
H -2.3900 1.3674 3.0028 1.39 1.03 -0.85 0.2037
H -2.9283 1.2673 0.8527 0.81 0.80 0.44 0.4838
C -6.1689 1.0185 -5.4222 0.77 -0.51 -0.14 -0.7145
C -4.9346 0.1943 -5.6413 2.31 -1.66 -0.45 0.3234
N -3.9604 -0.4564 -5.8145 -3.71 2.18 0.63 -0.3702
H -6.1937 1.3834 -4.3940 0.07 -0.08 -0.10 0.2562
H -6.1711 1.8712 -6.1032 0.07 -0.12 0.04 0.2594
H -7.0573 0.4124 -5.6069 0.15 0.01 0.00 0.2589
C 4.0273 -6.4360 3.7527 0.30 -0.62 -0.67 -0.7239
C 4.5937 -7.4345 2.7861 1.11 -1.95 -1.84 0.2943
N 5.0407 -8.2226 2.0231 -1.58 2.77 2.68 -0.3557
H 3.3437 -5.7611 3.2331 0.10 -0.04 0.03 0.2883
H 3.4832 -6.9532 4.5448 0.09 -0.02 -0.12 0.2460
H 4.8340 -5.8515 4.1983 -0.04 -0.10 -0.10 0.2480
C -0.3145 0.3757 6.9535 0.66 0.28 -0.58 -0.7185
C 0.7646 0.8087 6.0063 2.06 0.85 -1.79 0.3396
N 1.6164 1.1505 5.2587 -2.97 -1.26 2.51 -0.3979
H 0.0244 0.4994 7.9834 0.04 0.02 -0.15 0.2606
H -1.2095 0.9805 6.7976 0.14 0.00 -0.04 0.2591
H -0.5588 -0.6741 6.7819 0.11 0.11 -0.06 0.2629
```
Forces are in eV/Å.

- SMILES = NC[C@@H](O)Cc1cc(PP(=O)(O)O)c(C[C@H](O)C(F)(F)F)c2nsnc12.CC#N.CC#N.CC#N
- Kohn-Sham gap (eV) = 7.19
- net charge = 0

=====

Record 2
Molecular formula: C18H25I3N2O2
Method: DFT, the ωB97M-V functional and the def2-TZVPD basis

Structure (XYZ):
```
50
Properties=species:S:1:pos:R:3:forces:R:3:nbo_charge:R:1
C 3.9075 -2.5753 2.0516 -0.08 1.09 -0.80 -0.6250
C 2.6374 -3.1249 1.3039 0.30 -0.70 0.94 -0.3987
C 1.2772 -2.6652 1.9704 1.23 0.73 -0.89 -0.4102
C 1.2460 -1.0708 1.9533 -0.36 -0.90 0.64 -0.2426
N -0.0681 -0.5152 1.5280 1.14 1.49 0.01 -0.6451
C 0.0235 0.2785 0.2621 -1.15 -2.08 -1.39 0.0838
C 0.9670 1.5265 0.2822 -0.52 0.33 0.87 -0.3489
I 1.5591 2.1817 -1.7331 -0.01 -0.35 0.49 0.1155
C 0.3495 2.7273 1.1491 0.98 0.10 -0.92 -0.2883
C 0.6305 4.1524 0.5648 -0.61 0.43 1.42 -0.6698
I 1.4148 2.6876 3.0797 -0.45 -0.07 -0.24 0.0574
C 0.3089 -0.8481 -0.8170 -0.24 -0.81 -0.88 -0.4545
C -0.9840 -1.7440 -0.7523 0.17 -0.24 1.18 0.1043
C -1.1406 -2.8343 -1.8589 0.20 -0.06 0.28 -0.5303
C -2.5225 -3.5673 -1.7837 0.89 1.02 -0.57 0.5105
O -3.3287 -3.4375 -2.6269 -0.51 -0.08 -0.32 -0.4879
I -3.0201 -4.9130 -0.1413 0.45 0.25 0.06 -0.0080
O -2.0099 -0.7298 -0.7125 0.65 -0.51 -0.64 -0.5520
C -1.5202 0.4876 -0.1071 -0.86 0.07 -0.42 0.0815
C -1.9092 1.6206 -1.1070 -0.24 1.25 0.92 -0.0956
C -2.3985 2.8862 -0.6187 0.55 -0.98 -2.86 -0.1714
C -2.6633 3.8173 -1.6862 0.32 -0.97 1.01 -0.2751
C -2.4417 3.4305 -3.0312 -0.46 1.52 -0.88 0.0245
N -2.0283 2.2451 -3.5439 -0.32 0.73 3.33 -0.3905
C -1.7885 1.4096 -2.5095 0.50 -1.60 -0.12 0.0495
H 4.8374 -3.1530 1.8288 -0.87 0.25 0.34 0.2184
H 4.1047 -1.5487 1.6364 -0.02 -0.77 0.54 0.1981
H 3.7606 -2.4294 3.1466 0.11 -0.46 -0.73 0.2081
H 2.6995 -2.8061 0.2308 -0.20 -0.33 0.85 0.1913
H 2.7056 -4.2445 1.3458 -0.27 0.89 -0.25 0.2069
H 1.2642 -3.0152 3.0258 -0.27 0.00 -0.79 0.2090
H 0.4540 -3.0965 1.3516 0.41 0.41 0.84 0.2167
H 1.4327 -0.6891 2.9895 0.22 -0.31 -0.95 0.2119
H 2.0726 -0.7593 1.2769 -0.59 0.13 0.54 0.1843
H -0.3897 0.1430 2.2417 0.07 -0.33 -0.03 0.3646
H 1.9406 1.2957 0.7740 -0.79 -0.14 -0.79 0.2472
H -0.7132 2.5574 1.4070 0.76 0.14 -0.22 0.2155
H 0.0287 4.3905 -0.3389 0.61 -0.45 0.43 0.2414
H 1.7233 4.3214 0.4351 -0.88 -0.25 -0.21 0.2344
H 0.3091 4.8863 1.3532 0.23 -0.56 -0.69 0.2231
H 1.2745 -1.3985 -0.7544 -0.67 0.37 0.44 0.2318
H 0.2793 -0.5007 -1.8781 0.17 0.32 0.90 0.2327
H -1.1549 -2.3280 0.1834 0.82 0.54 -0.36 0.2013
H -0.3729 -3.6398 -1.7085 -0.46 0.85 0.17 0.2441
H -0.9845 -2.4373 -2.8876 -0.54 -0.25 0.61 0.2384
H -2.1337 0.5103 0.8347 0.70 0.78 -0.62 0.2084
H -2.5223 3.0709 0.4618 -0.10 0.09 -0.82 0.2217
H -3.0374 4.8337 -1.4576 0.29 -0.75 -0.34 0.2279
H -2.6363 4.2159 -3.8007 0.09 -0.67 0.66 0.1938
H -1.4397 0.3954 -2.8130 -0.38 0.86 0.27 0.1957
```
Forces are in eV/Å.

- ΔE to the lowest compared entry with this formula, charge and spin (kcal/mol) = 48.6
- SMILES = CCCCN[C@@]1([C@@H](I)[C@H](C)I)C[C@H](CC(=O)I)O[C@@H]1c1cccnc1
- Kohn-Sham gap (eV) = 8.85
- net charge = 0

=====

Record 3
Molecular formula: C18H25N5O4
Method: DFT, the ωB97M-V functional and the def2-TZVPD basis

Structure (XYZ):
```
52
Properties=species:S:1:pos:R:3:forces:R:3:nbo_charge:R:1
C 1.6652 4.3313 0.3532 0.08 -0.18 0.15 -0.6070
C 2.0209 2.9919 0.9840 -0.12 0.02 -0.27 -0.4024
C 1.6186 1.8272 0.0736 0.02 0.52 0.19 -0.2112
N 1.9666 0.5567 0.6557 0.01 -0.31 0.05 -0.3757
C 1.2129 -0.2492 1.4821 0.18 -0.06 0.06 0.3978
C -0.2043 0.0266 1.8531 -0.25 -0.01 -0.03 -0.2549
N -1.1142 -0.8435 1.1264 0.06 0.07 0.04 -0.4241
C -1.0915 -0.6271 -0.3071 -0.03 -0.26 -0.17 -0.2372
C -1.9373 -1.7016 -0.9938 0.30 0.25 -0.24 -0.2202
N -3.2830 -1.6631 -0.4754 0.17 -0.07 0.00 -0.4494
C -4.3508 -1.1644 -1.1402 0.00 -0.14 -0.21 0.8949
O -5.4378 -0.9903 -0.6408 -0.37 0.17 0.03 -0.6633
O -4.0721 -0.9301 -2.4459 0.25 -0.07 0.25 -0.5307
C -5.1604 -0.4511 -3.2333 -0.46 0.25 -0.13 -0.0671
C -5.3494 1.0515 -3.0791 0.16 -0.38 0.09 -0.6353
C -3.3369 -1.8216 0.9601 -0.23 0.23 0.30 -0.2243
C -2.4715 -0.7565 1.6333 -0.13 -0.23 -0.01 -0.2295
N 1.8616 -1.2944 1.9007 -0.42 -0.33 0.41 -0.4370
C 3.1116 -1.2124 1.3545 0.20 0.79 -0.56 0.0654
C 4.2020 -2.0587 1.4729 0.25 0.00 -0.10 -0.1471
C 5.3541 -1.6922 0.7946 -1.07 0.69 -0.03 -0.0141
N 6.5130 -2.5368 0.8874 0.51 -0.38 0.04 0.5306
O 6.4277 -3.5449 1.5573 0.03 -0.24 0.14 -0.3814
O 7.5141 -2.1949 0.2901 0.24 0.02 -0.10 -0.3872
C 5.4393 -0.5270 0.0185 0.20 -0.14 0.01 -0.1776
C 4.3619 0.3190 -0.1048 -0.08 0.07 -0.01 -0.2722
C 3.1973 -0.0323 0.5678 0.26 -0.66 0.28 0.1972
H 2.1784 4.4559 -0.5976 0.03 0.07 -0.12 0.2046
H 0.5942 4.4008 0.1764 -0.12 0.07 -0.05 0.2043
H 1.9574 5.1463 1.0094 -0.01 0.13 -0.01 0.2207
H 3.0956 2.9429 1.1707 0.00 -0.06 0.07 0.2084
H 1.5128 2.8871 1.9453 0.04 -0.07 0.03 0.2039
H 2.1324 1.9135 -0.8882 -0.12 -0.03 0.02 0.2095
H 0.5431 1.8533 -0.1157 0.10 -0.03 -0.07 0.2126
H -0.4431 1.0956 1.7064 -0.01 -0.05 0.06 0.1695
H -0.3122 -0.2093 2.9147 0.04 0.13 -0.07 0.2380
H -0.0616 -0.7054 -0.6613 0.00 0.04 -0.04 0.2084
H -1.4896 0.3710 -0.5769 0.04 -0.03 0.00 0.1601
H -1.9564 -1.5472 -2.0711 0.06 -0.07 0.12 0.2373
H -1.5097 -2.6837 -0.7691 0.03 0.05 -0.07 0.2034
H -4.8978 -0.7122 -4.2609 -0.05 -0.01 0.13 0.1859
H -6.0735 -0.9763 -2.9361 0.16 0.03 -0.12 0.2006
H -6.1418 1.3889 -3.7409 -0.09 0.08 -0.08 0.2155
H -4.4297 1.5761 -3.3289 0.05 0.08 -0.05 0.2047
H -5.6251 1.2826 -2.0532 -0.04 0.05 0.04 0.2251
H -4.3766 -1.7305 1.2757 0.14 -0.06 0.00 0.2472
H -2.9542 -2.8136 1.2156 -0.03 0.03 0.04 0.2007
H -2.4548 -0.9325 2.7102 -0.02 0.04 0.01 0.2091
H -2.9119 0.2404 1.4460 0.00 -0.03 0.04 0.1657
H 4.1651 -2.9601 2.0621 0.00 -0.06 0.04 0.2579
H 6.3729 -0.3120 -0.4775 0.00 0.02 -0.01 0.2491
H 4.4285 1.2162 -0.7001 0.05 0.09 -0.07 0.2205
```
Forces are in eV/Å.

- ΔE to the lowest compared entry with this formula, charge and spin (kcal/mol) = 57.2
- SMILES = CCCn1c(CN2CCN(C(=O)OCC)CC2)nc2cc([N+](=O)[O-])ccc21
- Kohn-Sham gap (eV) = 8.85
- net charge = 0

=====

Record 4
Molecular formula: C18H25N5O4S
Method: DFT, the ωB97M-V functional and the def2-TZVPD basis

Structure (XYZ):
```
53
Properties=species:S:1:pos:R:3:forces:R:3:nbo_charge:R:1
C -0.4811 5.0887 -0.3596 0.16 -0.42 0.00 -0.6189
C 0.3683 3.8314 -0.2592 0.14 0.43 0.05 -0.0609
O -0.4803 2.7245 -0.4935 -0.16 -0.31 -0.04 -0.5374
C 0.0346 1.4571 -0.4288 -0.19 -0.33 -0.05 0.3627
C 1.3616 1.1544 -0.1875 0.01 0.15 0.02 -0.3827
C 1.8258 -0.1669 -0.1324 -0.44 -0.24 -0.16 0.2185
N 3.1665 -0.4707 0.0562 0.32 -0.14 -0.17 -0.4554
C 3.5389 -1.4856 1.0294 0.00 0.02 0.57 -0.2560
C 3.7777 -0.8364 2.3977 -0.11 -0.33 -0.17 -0.0849
O 4.7756 0.1607 2.3296 0.14 0.02 0.04 -0.5251
C 4.4240 1.1660 1.4065 0.00 0.10 -0.32 -0.0849
C 4.1823 0.5613 0.0160 0.07 0.19 0.26 -0.2461
C 0.8851 -1.1922 -0.3561 0.08 0.18 -0.01 0.2140
O 1.2414 -2.5290 -0.3578 -0.16 0.26 0.17 -0.5358
C 1.8958 -2.9506 -1.5479 0.23 -0.21 -0.39 -0.0586
C 2.2877 -4.4090 -1.3820 -0.17 0.43 0.06 -0.6216
C -0.4474 -0.8907 -0.5803 0.04 -0.04 0.08 -0.2336
C -0.8931 0.4191 -0.6144 0.40 0.03 0.07 0.0540
N -2.2244 0.7946 -0.8423 0.17 0.46 -0.05 -0.5829
C -3.2945 0.0176 -1.0710 -0.42 0.36 -0.15 0.6715
O -3.2901 -1.2020 -1.1284 0.16 -0.25 -0.03 -0.6469
C -4.5884 0.8019 -1.2280 -0.25 -0.06 0.59 -0.6180
S -5.2922 1.2304 0.4157 0.18 0.31 -0.34 0.2987
C -5.9639 -0.3018 0.8892 0.02 -0.45 -0.15 0.1576
N -6.9277 -0.4348 1.7763 0.09 0.75 -0.04 -0.4935
C -7.1184 -1.7675 1.8210 0.35 -0.05 -0.26 0.1284
N -6.3378 -2.4487 1.0180 -0.15 -0.92 0.00 -0.2812
N -5.5908 -1.5122 0.4193 -0.29 0.42 0.30 -0.3779
H -1.2788 5.0591 0.3778 -0.07 0.04 0.08 0.2156
H 0.1355 5.9645 -0.1811 0.04 0.11 0.01 0.2184
H -0.9240 5.1617 -1.3493 -0.03 0.05 -0.09 0.2132
H 1.1718 3.8549 -1.0080 -0.06 -0.07 0.11 0.1734
H 0.8172 3.7561 0.7403 -0.01 -0.06 -0.13 0.1755
H 2.0548 1.9614 -0.0241 0.05 0.07 0.04 0.2172
H 2.7561 -2.2365 1.1073 0.13 0.01 -0.01 0.2431
H 4.4666 -1.9578 0.6882 -0.04 -0.05 0.05 0.1947
H 4.1355 -1.5728 3.1184 -0.09 0.00 -0.01 0.1973
H 2.8346 -0.3985 2.7618 0.06 -0.05 -0.01 0.1641
H 5.2593 1.8684 1.3866 -0.09 0.03 -0.03 0.1953
H 3.5186 1.6869 1.7557 0.07 0.00 -0.03 0.1593
H 3.9196 1.3286 -0.7115 0.04 0.00 -0.02 0.2085
H 5.1110 0.0802 -0.3123 -0.03 0.11 0.00 0.2055
H 2.7829 -2.3289 -1.7291 -0.13 -0.03 0.02 0.1771
H 1.2107 -2.8319 -2.3995 0.07 0.04 0.11 0.1714
H 2.7586 -4.7704 -2.2917 0.06 -0.07 -0.08 0.2135
H 2.9811 -4.5188 -0.5526 0.10 -0.06 0.07 0.2081
H 1.4038 -5.0056 -1.1750 -0.07 -0.11 0.00 0.2155
H -1.1394 -1.7006 -0.7396 -0.02 -0.04 -0.01 0.2641
H -2.3569 1.7970 -0.7880 -0.14 -0.19 -0.05 0.4211
H -4.4290 1.7571 -1.7250 -0.02 0.00 -0.03 0.2408
H -5.3275 0.2163 -1.7738 0.15 0.03 -0.05 0.2529
H -7.8500 -2.2262 2.4524 -0.15 -0.21 0.13 0.1979
H -4.8474 -1.7538 -0.2341 -0.04 0.11 0.07 0.4534
```
Forces are in eV/Å.

- ΔE to the lowest compared entry with this formula, charge and spin (kcal/mol) = 77.6
- SMILES = CCOc1cc(N2CCOCC2)c(OCC)cc1NC(=O)CSc1ncn[nH]1
- Kohn-Sham gap (eV) = 7.92
- net charge = 0

=====

no.,total energy (eV),lowest unoccupied orbital energy (eV),highest occupied orbital energy (eV)
1,-75808.6440,-1.4,-8.6
2,-50446.5273,-0.2,-9.1
3,-34710.9263,-0.2,-9.0
4,-45546.9612,0.4,-7.5